(1)
# C9H9N6

A gas-phase ion, C9H9N6 (charge -1) in a non-equilibrium geometry (ωB97M-V/def2-TZVPD, the Open Molecules 2025 dataset).

The geometry in XYZ format:
```
24
Properties=species:S:1:pos:R:3:forces:R:3:nbo_charge:R:1
C 1.77732 -0.82868 -2.55513 0.6 0.1 -0.1 -0.067
C 1.48625 -0.51969 -1.27211 -1.7 0.1 0.9 -0.156
C 0.04192 -0.47417 -1.20949 -0.5 0.0 1.6 0.201
C -1.67780 -0.70394 0.82821 -1.2 0.1 -0.8 0.200
C 2.04338 -0.29348 0.07854 2.3 -1.3 1.0 -0.411
C 0.84546 0.03733 0.98634 0.3 0.4 -3.1 -0.217
C 0.03903 1.26567 0.59700 2.2 0.7 -1.6 -0.198
C -0.45799 -0.11913 0.21710 0.6 -0.1 -1.1 -0.097
C -0.60133 2.02914 1.69067 1.0 3.3 0.9 -0.602
N -2.51435 -1.44646 0.07830 0.8 0.1 0.2 -0.364
N -0.56142 -0.74108 -2.34610 2.2 -0.4 0.2 -0.228
N -2.20577 -0.47228 2.05568 1.3 -0.3 -0.9 -0.395
N -3.52460 -1.73866 0.89266 0.0 -0.1 -0.3 -0.173
N -3.32639 -1.17383 2.04139 -0.9 0.1 1.0 -0.172
N 0.54805 -1.05773 -3.13487 -0.9 0.6 -2.6 -0.381
H 2.79015 -0.84732 -3.04100 -1.6 -0.4 0.2 0.213
H 2.85636 -1.08387 0.42580 -2.3 0.6 -0.4 0.202
H 2.74812 0.49914 0.11174 0.4 1.6 -0.3 0.203
H 0.88278 -0.22155 1.97198 0.0 -0.6 2.5 0.221
H 0.56619 1.94293 -0.23448 -1.4 -1.7 1.6 0.201
H -0.17386 3.15159 1.72059 -1.0 -2.1 -0.5 0.177
H -0.24320 1.70648 2.68127 -0.9 -0.4 -0.3 0.216
H -1.68605 2.08666 1.57045 0.2 -0.1 0.5 0.238
H 0.34778 -0.99708 -4.15455 0.5 -0.2 1.4 0.388
```
Forces are in eV/Å.

total energy	-676.83315	a.u.
HOMO-LUMO gap	0.2769	hartree
charge	-1
HOMO level	-0.165	Ha


(2)
# C9H9NO2

A single C9H9NO2 molecule in a non-equilibrium geometry (ωB97M-V/def2-TZVPD, the Open Molecules 2025 dataset).

The geometry in XYZ format:
```
21
Properties=species:S:1:pos:R:3:forces:R:3:nbo_charge:R:1
C 2.79195 -0.32269 1.05331 -2.2 -2.8 2.6 -0.227
O 1.42033 0.18093 1.03875 0.4 0.4 0.3 -0.553
C 0.39740 0.11835 0.06325 1.0 0.1 0.8 0.125
C 0.83299 0.13868 -1.34675 -1.3 -0.6 -2.5 0.415
O 1.88882 0.46563 -1.78556 1.4 0.2 0.2 -0.513
C -0.30649 1.48470 0.09445 2.0 -1.2 2.5 -0.175
C -1.50472 1.56644 -0.37769 -4.3 2.6 -1.3 -0.211
C -2.19316 0.41180 -1.02052 -0.2 2.0 -1.5 -0.237
C -1.71556 -0.76640 -0.79371 0.1 -5.3 -0.3 -0.146
C -0.62916 -1.00709 0.23900 0.0 0.8 0.5 -0.380
C -1.39582 -1.02831 1.48084 2.3 0.5 -1.9 0.295
N -2.00808 -1.07897 2.42068 -1.9 -0.2 2.8 -0.304
H 3.42406 -0.11711 0.27051 0.9 0.9 -2.3 0.192
H 2.73898 -1.50819 1.12670 0.3 2.3 0.2 0.162
H 3.24475 0.13402 1.98466 -0.7 -0.8 -1.0 0.204
H -0.02146 -0.08834 -2.09214 1.1 0.2 0.9 0.125
H 0.23925 2.07329 0.84205 -0.4 0.7 -0.9 0.261
H -2.14827 2.54503 -0.34980 1.5 -1.8 0.2 0.233
H -2.90204 0.55758 -1.85742 0.2 0.1 1.0 0.236
H -2.03129 -1.79652 -1.22240 -0.1 2.3 0.3 0.236
H -0.12249 -1.96283 0.23178 0.0 -0.3 -0.7 0.262
```
Forces are in eV/Å.

total energy	-553.43806	a.u.
SMILES	CO[C@]1(C=O)C=CC=C[C@@H]1C#N
HOMO-LUMO gap	0.3466	hartree
HOMO level	-0.341	Ha


ΔE to the lowest compared entry with this formula, charge and spin in kJ/mol, matching the order above: 57.0; 467.0